{"formula": "C39H88BBrF7N4O20P2S9", "method": "ωB97M-V/def2-TZVPD", "total_charge": 1, "gap_ev": 6.95, "max_force_ha_per_bohr": 0.0792, "multiplicity": 1, "species": ["C", "C", "C", "N", "C", "P", "N", "O", "C", "C", "C", "P", "O", "Br", "N", "C", "C", "O", "O", "C", "O", "C", "F", "F", "C", "F", "F", "C", "F", "F", "C", "O", "O", "C", "O", "C", "C", "N", "C", "C", "C", "O", "B", "O", "O", "C", "F", "H", "H", "H", "H", "H", "H", "H", "H", "H", "H", "H", "H", "H", "H", "H", "H", "H", "H", "H", "H", "H", "H", "H", "H", "H", "H", "H", "H", "H", "H", "H", "H", "H", "H", "C", "S", "O", "C", "H", "H", "H", "H", "H", "H", "C", "S", "O", "C", "H", "H", "H", "H", "H", "H", "C", "S", "O", "C", "H", "H", "H", "H", "H", "H", "C", "S", "O", "C", "H", "H", "H", "H", "H", "H", "C", "S", "O", "C", "H", "H", "H", "H", "H", "H", "C", "S", "O", "C", "H", "H", "H", "H", "H", "H", "C", "S", "O", "C", "H", "H", "H", "H", "H", "H", "C", "S", "O", "C", "H", "H", "H", "H", "H", "H", "C", "S", "O", "C", "H", "H", "H", "H", "H", "H"], "positions_angstrom": [[2.17877, 2.19268, 4.78603], [2.58230, 2.85460, 3.46138], [3.53666, 4.05435, 3.61185], [2.14326, 2.59899, 2.27555], [2.37580, 1.35900, 1.60309], [4.08084, 0.81906, 2.29724], [5.21593, 1.93717, 1.61797], [4.58412, -0.66719, 1.73807], [2.58873, 1.45194, 0.04477], [1.32549, 1.76003, -0.82527], [1.38705, 3.32287, -0.84141], [1.76502, 1.08436, -2.55640], [3.29786, 0.51468, -2.53808], [1.91540, 2.77314, -4.05856], [0.01444, 1.14712, -0.32441], [-0.93782, 2.13615, 0.29277], [-0.79787, 2.79526, 1.67134], [-0.33110, 3.86865, 1.73315], [-1.42570, 2.35678, 2.80152], [-0.84238, 0.73810, -1.51548], [-1.31187, -0.30398, -1.64554], [-1.46450, 1.65900, -2.62016], [-1.01894, 2.91430, -2.77269], [-1.15865, 1.06586, -3.79651], [-3.03941, 1.72193, -2.55310], [-3.39377, 3.01735, -2.57994], [-3.55738, 1.24257, -1.40968], [-3.79602, 1.05437, -3.73664], [-5.10973, 1.26473, -3.46203], [-3.59719, 1.64496, -4.90991], [-3.66817, -0.50831, -3.79163], [-4.19865, -1.12849, -2.96989], [-2.95399, -0.99602, -4.80415], [0.39261, -0.06495, 0.50556], [0.81279, -1.05482, -0.37756], [1.96800, -1.83862, -0.30018], [1.74345, -3.34678, -0.00895], [0.62849, -3.92175, -0.77886], [1.09498, -4.51355, -2.04996], [0.47519, -5.88665, -2.43616], [-1.02272, -6.05852, -2.07935], [0.57671, -5.97111, -3.87298], [-0.84308, -0.82736, 1.28674], [-2.00961, -0.31037, 1.83350], [-0.67893, -2.17349, 1.46222], [1.28618, 0.22704, 1.72381], [0.53270, 0.38684, 2.89038], [2.52580, 2.82161, 5.61903], [2.62710, 1.19894, 4.90375], [1.08270, 2.14563, 4.83102], [3.76220, 4.49364, 2.63412], [3.14761, 4.79848, 4.32455], [4.46355, 3.62837, 4.03043], [6.02176, 2.02159, 2.24557], [5.61695, 1.46509, 0.79777], [4.04689, -1.39558, 2.08180], [3.12454, 0.51780, -0.19166], [3.35292, 2.22974, -0.09476], [1.59465, 3.76159, 0.14414], [2.30203, 3.57633, -1.38807], [0.53334, 3.87635, -1.24379], [3.76347, 0.69052, -3.37209], [-1.93662, 1.65931, 0.28549], [-1.15312, 2.99490, -0.35745], [-1.94819, 3.10795, 3.11922], [-2.36463, -1.69435, -4.47228], [2.46906, -1.83505, -1.29030], [2.79170, -1.54552, 0.37005], [2.70405, -3.88525, -0.09709], [1.46731, -3.40897, 1.05817], [0.26097, -4.66399, -0.17735], [2.19281, -4.66314, -2.01525], [0.89597, -3.78688, -2.85758], [1.03471, -6.72945, -2.01394], [-1.61615, -5.13727, -2.19640], [-1.45780, -6.89567, -2.63172], [-1.07392, -6.34489, -1.02158], [0.15702, -5.18172, -4.23801], [-2.76859, -0.31103, 1.23504], [-1.10673, -2.41850, 2.30304], [1.85694, -0.67665, 2.00064], [0.32561, 0.87944, -7.06417], [-0.39980, -0.66611, -7.63543], [0.68591, -1.68074, -7.65630], [-0.67089, -0.13118, -9.33213], [0.61039, 0.75600, -6.02067], [1.21005, 1.11719, -7.65666], [-0.41012, 1.68069, -7.14658], [0.27649, 0.16973, -9.78029], [-1.37569, 0.70090, -9.34274], [-1.08852, -0.96719, -9.89008], [-7.19847, 1.74565, -6.19719], [-8.98535, 1.95634, -6.12451], [-9.51925, 1.67419, -7.47991], [-8.95133, 3.74537, -5.92182], [-6.98516, 0.69059, -6.36201], [-6.78925, 2.33237, -7.02060], [-6.75540, 2.06172, -5.25276], [-8.42919, 4.20281, -6.76282], [-8.45202, 3.99584, -4.98508], [-9.97854, 4.10406, -5.89238], [10.68879, 0.23449, 2.35616], [8.91425, 0.52098, 2.31848], [8.68231, 1.94035, 2.71114], [8.52711, -0.50028, 3.74896], [11.14531, 0.81740, 1.55830], [11.09373, 0.55186, 3.31737], [10.88874, -0.82458, 2.19234], [9.07311, -0.13757, 4.62026], [8.79554, -1.53589, 3.53891], [7.45619, -0.43417, 3.93617], [-3.39300, -1.81778, 4.50426], [-2.17721, -2.50056, 5.63154], [-1.38533, -3.50688, 4.85715], [-3.34670, -3.40506, 6.65463], [-2.86130, -1.24418, 3.74911], [-3.95241, -2.62372, 4.02338], [-4.07370, -1.16188, 5.04799], [-3.90851, -4.10824, 6.03895], [-4.02398, -2.70111, 7.13820], [-2.78709, -3.94965, 7.41332], [1.55020, 7.07095, 2.01055], [1.40061, 6.77499, 0.24722], [2.47696, 5.80985, -0.13436], [1.94195, 8.40850, -0.27089], [1.29134, 6.14823, 2.53046], [2.57427, 7.35382, 2.25200], [0.86315, 7.86299, 2.30584], [2.94143, 8.60691, 0.11590], [1.24085, 9.15723, 0.09731], [1.96180, 8.43376, -1.35975], [0.88955, -8.49077, 2.58376], [0.65824, -6.80643, 1.99605], [1.88704, -6.41486, 1.25082], [0.73963, -6.04329, 3.62463], [0.91074, -9.15331, 1.71976], [1.83274, -8.56725, 3.12567], [0.05751, -8.76535, 3.23282], [1.69382, -6.28197, 4.09657], [-0.08582, -6.40521, 4.23734], [0.65234, -4.96467, 3.50357], [1.94563, 12.69753, 3.34744], [2.18499, 11.49494, 2.03226], [1.88369, 10.14917, 2.59900], [3.97527, 11.65550, 1.95281], [0.88483, 12.73246, 3.58892], [2.51108, 12.39713, 4.22988], [2.27259, 13.67945, 3.00498], [4.41060, 11.42242, 2.92493], [4.23537, 12.67167, 1.65605], [4.34882, 10.95394, 1.20870], [-7.25619, -2.18472, 1.05119], [-6.15486, -3.58848, 1.28416], [-5.77240, -3.61813, 2.72314], [-4.76587, -2.89028, 0.37496], [-8.18627, -2.39006, 1.57805], [-6.79763, -1.28281, 1.45887], [-7.46161, -2.05713, -0.01200], [-4.47008, -1.94243, 0.82892], [-5.05051, -2.73792, -0.66684], [-3.93566, -3.59379, 0.42456], [-2.48671, -10.63012, -1.08567], [-3.13035, -9.16166, -0.26971], [-2.12920, -8.07365, -0.46177], [-2.93624, -9.77980, 1.41004], [-2.48020, -10.44841, -2.15893], [-1.47045, -10.82823, -0.74331], [-3.13243, -11.48050, -0.86537], [-1.89099, -10.03347, 1.59164], [-3.56756, -10.65756, 1.54996], [-3.24691, -8.99627, 2.09943]], "forces_ev_per_angstrom": [[0.28, 0.25, -0.20], [-0.01, 0.90, 0.55], [-0.84, -0.26, 0.06], [2.19, -0.60, -0.53], [-1.22, -0.58, -1.89], [0.38, 0.69, 2.77], [-0.37, -1.90, -0.60], [-0.41, 0.51, -1.01], [0.11, -0.39, 1.48], [3.17, 2.55, -0.24], [-0.13, 0.25, 0.42], [-1.46, -1.21, -1.28], [-0.29, 0.71, 0.55], [0.25, -0.16, 0.66], [1.04, 1.07, -0.76], [-2.21, -0.38, 0.71], [-0.46, -0.04, 1.43], [1.28, 2.45, -0.84], [-0.79, -1.54, -1.24], [0.29, 1.80, -1.05], [-1.07, -3.59, 0.81], [0.46, 1.10, -1.04], [0.19, 0.10, 0.83], [-0.10, -0.45, 0.17], [-0.48, 0.70, -0.21], [0.17, 0.26, -0.12], [0.42, -0.48, 0.32], [-1.22, -1.17, -0.35], [-0.09, 0.17, 0.42], [0.91, 0.30, -0.17], [1.41, 1.71, -1.74], [-1.39, -1.82, 2.57], [0.80, 0.62, -0.15], [-1.68, -2.31, 2.12], [0.22, 1.15, -0.58], [2.40, -2.03, -0.99], [-1.35, 0.79, 1.11], [0.94, -0.70, 0.43], [0.19, -0.28, 0.33], [-1.44, 0.93, -0.99], [0.88, 0.27, 1.01], [0.56, -0.30, 0.15], [-1.15, -1.08, 0.11], [0.02, 0.91, -0.67], [0.87, 0.87, 0.54], [2.24, 0.00, 1.00], [-0.50, 0.41, -0.57], [-0.07, -0.24, -0.25], [-0.32, 0.18, -0.10], [0.29, -0.20, -0.07], [-0.17, -0.08, 0.27], [0.21, -0.15, -0.19], [-0.25, 0.18, 0.00], [-0.31, 0.16, 0.10], [-0.07, 0.57, -0.19], [0.24, 0.17, 0.17], [-0.59, 0.10, -0.31], [-0.56, -0.02, -0.27], [-0.29, -0.60, -0.08], [-0.49, 0.06, -0.12], [0.26, -0.32, -0.31], [-0.12, -0.01, 0.16], [0.62, -0.31, 0.35], [1.07, -0.27, -0.07], [0.46, 0.05, 0.27], [-0.43, -0.27, -0.24], [-0.52, 0.49, 0.16], [-0.70, 0.55, 0.01], [-0.20, 0.24, -0.26], [0.05, -0.15, -0.36], [0.01, 0.22, -0.44], [-0.34, 0.11, -0.15], [-0.03, -0.32, 0.11], [0.03, 0.28, -0.21], [0.26, -0.22, -0.25], [0.17, 0.29, 0.00], [-0.22, 0.21, -0.27], [0.05, -0.18, 0.07], [0.10, -0.12, 0.23], [-0.19, -0.34, -0.35], [-0.47, -0.16, -0.90], [0.05, 0.11, -0.02], [-0.05, -0.01, -0.03], [0.00, 0.10, 0.03], [0.02, 0.07, -0.10], [-0.05, -0.07, -0.02], [-0.01, -0.08, -0.02], [-0.02, -0.03, 0.02], [0.03, -0.04, 0.07], [-0.01, -0.03, 0.04], [0.01, -0.03, 0.09], [0.17, 0.06, -0.03], [-0.06, -0.04, 0.04], [0.09, 0.06, 0.04], [0.07, 0.13, -0.02], [-0.10, 0.00, 0.00], [-0.08, 0.00, -0.02], [-0.05, -0.01, 0.01], [-0.01, -0.07, -0.03], [-0.02, -0.04, 0.01], [-0.01, -0.09, -0.01], [0.11, 0.03, 0.05], [0.04, -0.13, -0.03], [-0.16, -0.08, 0.04], [0.02, -0.02, 0.12], [-0.09, 0.01, -0.01], [-0.07, 0.03, 0.00], [-0.05, 0.01, -0.02], [0.01, 0.06, -0.05], [-0.01, 0.02, -0.04], [0.01, 0.03, -0.08], [-0.13, -0.14, -0.12], [-0.06, 0.10, 0.13], [-0.04, 0.06, -0.22], [-0.03, -0.19, -0.01], [0.07, 0.08, 0.08], [-0.02, -0.03, 0.06], [0.05, 0.00, 0.04], [0.03, 0.05, -0.06], [0.05, 0.04, -0.02], [0.06, 0.06, -0.03], [-0.03, -0.15, 0.15], [0.01, 0.11, 0.13], [0.05, 0.26, 0.05], [0.05, 0.11, -0.15], [-0.02, -0.06, -0.15], [-0.02, 0.06, -0.08], [0.07, 0.06, -0.05], [-0.03, -0.09, 0.07], [0.00, -0.06, 0.07], [-0.03, -0.12, 0.02], [0.09, -0.14, -0.03], [-0.30, 0.01, 0.14], [0.10, 0.06, 0.03], [0.16, 0.04, 0.03], [-0.01, 0.08, -0.04], [0.00, 0.06, -0.02], [-0.02, 0.06, -0.02], [0.02, -0.04, -0.07], [-0.04, 0.06, -0.05], [-0.10, -0.04, -0.02], [0.00, 0.03, 0.12], [0.02, 0.15, -0.04], [0.06, 0.03, 0.03], [0.10, -0.03, 0.06], [0.01, -0.05, -0.07], [0.01, -0.06, -0.05], [-0.01, -0.03, -0.05], [-0.07, -0.02, 0.01], [-0.05, -0.01, -0.02], [-0.08, 0.00, -0.01], [-0.02, 0.12, 0.01], [0.00, -0.06, -0.08], [0.07, 0.16, -0.02], [0.09, 0.02, -0.07], [0.05, -0.07, 0.01], [0.04, -0.05, 0.03], [0.01, -0.05, 0.00], [-0.09, -0.01, 0.07], [0.00, -0.01, 0.01], [-0.06, -0.04, 0.03], [0.09, -0.08, -0.01], [-0.06, -0.02, 0.02], [-0.20, -0.52, 0.30], [0.06, -0.04, 0.10], [-0.04, 0.07, 0.04], [-0.01, 0.07, 0.03], [-0.03, 0.04, 0.00], [0.01, 0.02, -0.08], [-0.02, 0.02, -0.03], [-0.03, 0.03, -0.08]]}